1.
Density functional theory data (the ωB97M-V functional and the def2-TZVPD basis) for a molecular structure, C22H55F3N5O15Zn.

The molar mass comes out at 752.1 g mol⁻¹. As for the net charge: +1. As for the HOMO-LUMO gap: 6.188 eV. The calculation puts the calculated total energy at -4352.29375 Eh. The value obtained for the HOMO energy is -0.425 hartree.

CARTESIAN COORDINATES (ANGSTROEM)
H  -1.6249  2.6124  -5.1807
O  -1.8362  6.3382  -3.0322
H  1.2182  2.5623  5.1873
O  0.4426  0.5108  -0.1027
H  0.8191  -2.4552  2.0026
H  1.4114  -3.9763  4.1007
H  0.1797  3.5540  8.9721
H  -2.9741  -0.3901  -6.3866
H  1.1200  -0.5166  -7.2875
H  1.6419  1.1149  -6.8204
O  -0.8839  -3.4265  1.5999
H  -0.5185  0.7303  4.1857
H  1.1623  -1.4774  -4.4427
H  -3.6264  -1.8947  -6.9797
C  0.9396  1.7002  0.5528
H  -2.1482  -3.1339  -5.3586
H  0.3074  0.1995  -6.0135
C  -1.9088  -2.1569  -5.7927
O  0.5771  5.5756  -0.3469
H  2.6538  -1.0231  -3.5992
O  1.8639  2.1094  7.5396
H  -3.2663  -1.3426  2.6734
H  0.0884  5.0831  0.3249
H  1.0008  -2.1797  8.5193
H  -1.3490  -2.3079  -6.7135
N  2.0169  -0.9535  -4.3742
N  1.7046  -0.3587  6.0140
O  -1.1577  1.0141  -2.2814
H  0.6629  -5.5285  1.9333
H  -1.5470  0.2207  -2.6680
C  1.7426  -1.5297  6.6733
C  1.3092  0.1510  -6.4438
C  -0.2568  2.9317  8.1987
H  1.8121  0.0258  -1.5540
C  2.4210  -0.2853  -5.4737
O  -1.0905  -1.5339  -4.7878
H  -0.4127  3.1106  5.6958
H  1.9436  0.4627  6.5694
H  -1.4979  -2.6918  1.5382
H  -0.8990  7.6084  -1.7550
H  1.4503  -5.5369  -2.1123
H  1.6181  2.2933  -0.0698
H  1.4524  -0.3889  5.0431
C  2.0015  -5.1329  -4.0217
H  0.9593  -3.6224  -3.1777
C  -1.4445  1.1772  3.8366
H  -0.0518  2.6387  -3.0109
H  0.3158  -2.0445  -0.0513
C  1.6522  1.4095  1.9278
F  1.6232  2.3712  2.8631
H  -0.0462  -4.6413  -4.1142
O  -0.1787  2.5052  0.5155
H  -0.5018  4.4379  -1.7823
H  -0.1367  1.2450  -4.0760
H  -2.0823  1.1377  4.7276
C  -2.2265  0.3839  2.8425
H  -2.8290  3.0558  -2.6480
F  2.8904  0.9915  1.6604
O  3.5645  0.0917  -5.6175
H  -0.7541  2.0425  8.5853
H  -0.1535  -4.7569  3.6615
H  -1.2829  2.2008  3.5130
Zn  -1.6294  1.2728  -0.1951
H  -3.6878  -1.5033  -4.2046
H  -1.9145  6.4828  -1.0200
C  0.9025  -4.0965  -4.1657
C  0.0622  -2.9980  2.5895
F  1.0164  0.3445  2.5405
H  -1.6157  -1.5830  -3.9841
H  0.0876  -1.4872  -1.7322
H  1.5197  -0.4949  8.6283
O  -4.1666  -1.5234  -5.0376
H  -1.0889  3.4834  7.7455
H  0.9210  -3.3974  -4.9855
N  -2.6109  -0.8291  3.2480
C  -1.1413  6.5483  -1.8112
H  -0.4481  -2.3199  3.2798
H  0.6935  5.6024  -2.2898
C  -0.7095  1.8539  -3.3665
O  1.3662  -5.0385  2.3699
C  1.4412  -0.3664  -0.5941
H  1.5496  -2.4832  -1.2384
C  0.7002  -4.1667  3.3041
O  2.6832  -5.4193  -4.9926
O  -2.4623  0.7644  1.6842
H  -2.6908  1.5760  -4.4217
H  -2.6479  -1.1090  4.2163
N  0.5370  2.8350  5.8748
O  -2.5419  3.3946  -3.5014
H  -2.0644  5.4078  -3.1176
C  -3.2101  -1.4169  -6.0939
O  1.7404  -2.6151  6.1059
H  2.7314  -1.7295  8.6095
C  0.7873  2.5739  7.1585
C  1.7585  -1.4680  8.1968
C  0.8264  -1.7226  -0.9640
C  -1.9104  2.3119  -4.1679
H  2.9232  -6.3189  -2.6345
N  2.1708  -5.6737  -2.7983
C  -0.1296  5.4445  -1.5821
H  2.3711  -0.4474  -0.0334

2.
Density functional theory data (the ωB97M-V functional and the def2-TZVPD basis) for 2 unconnected molecules or ions with the total composition C47H41N4.

The molar mass comes out at 661.9 g mol⁻¹. As for the net charge: +1. As for the HOMO-LUMO gap: 4.380 eV. The calculation puts the calculated total energy at -2034.35991 Eh. The value obtained for the HOMO energy is -0.329 hartree.

CARTESIAN COORDINATES (ANGSTROEM)
H  -2.9597  2.3697  -7.1244
C  -7.9209  0.5252  0.8591
H  4.0839  -1.0771  4.0675
C  -3.5075  1.7633  -2.1296
C  -10.7981  -2.3217  -0.0154
H  -3.6401  -0.9314  1.5729
H  -3.1992  4.7443  -3.1266
C  -2.2902  2.6998  -5.1060
H  -12.3028  2.7927  0.0888
C  0.7423  -0.5574  4.0045
C  -2.2587  5.1100  -2.7077
H  1.8756  2.6647  3.9915
C  -1.4340  0.1308  3.8970
H  -10.6051  -2.5661  3.3814
H  -8.5941  1.3224  0.5435
H  -11.8071  -4.7129  2.8857
C  1.9300  -1.2878  4.0270
C  3.1177  0.8556  4.0397
H  -0.8559  1.2069  -7.8183
C  -1.2279  4.1957  -2.4829
C  0.7366  0.8386  3.9890
C  -10.6609  0.3625  1.7967
H  -1.6385  2.7872  4.8820
H  -3.2947  1.0717  3.5117
H  -3.9990  2.1979  -3.0000
H  -0.4297  1.7037  -0.6739
H  -11.7791  -3.7074  -1.3286
H  -0.1794  -2.9852  3.9652
H  1.8944  -2.3750  4.0269
C  -6.2450  -1.5674  1.6729
C  -1.0743  2.5894  3.9583
C  -0.0718  1.8615  -4.5725
C  -2.0544  6.4558  -2.4043
C  -4.2565  -0.2965  0.9376
H  -10.4894  -1.6280  -0.8014
C  -11.2380  1.0299  0.7152
C  -1.2774  2.4561  -4.1812
H  -6.1575  1.5546  0.2353
N  -1.4220  2.8288  -2.8151
C  3.1234  -0.5569  4.0462
C  -6.5560  0.6464  0.6844
C  -11.8754  -4.3478  0.7467
N  -0.5858  -0.9644  3.9570
H  -3.3081  -0.8302  3.6863
H  -10.5406  0.1574  3.9309
H  0.7171  1.7653  -3.8225
C  -4.2131  0.9831  -1.2297
H  1.1585  6.2631  -1.2389
C  -5.6679  -0.4002  1.0821
N  -0.5947  1.2329  3.9253
H  -2.8604  7.1682  -2.5842
H  -0.6699  7.9265  -1.6394
C  -3.5810  0.4650  -0.0536
H  -1.7276  -2.5429  3.1840
C  -2.1507  2.0214  -1.9191
H  0.7778  3.8464  -1.8248
H  -1.5896  -2.5220  4.9575
H  -0.2108  3.2580  3.9179
H  -11.7836  2.2947  4.3578
H  -12.6019  3.6517  2.4195
C  -0.8267  6.8736  -1.8768
H  -5.5808  -2.3629  2.0158
C  0.0033  4.6033  -1.9656
C  -2.1434  2.2280  -6.4143
H  4.0745  1.3829  4.0624
C  -12.0899  2.7035  2.2464
C  -8.4604  -0.6551  1.4004
H  -11.1254  0.6137  -0.2881
C  -7.6115  -1.7200  1.7602
C  -11.6172  1.9576  3.3338
C  -11.9174  2.2302  0.9411
C  -2.7927  0.1211  3.6371
H  -3.1801  3.2458  -4.7859
C  -11.5123  -3.4852  -0.2948
H  -1.7368  2.7880  3.1057
C  -2.1792  0.6862  0.0836
N  -9.8334  -0.7784  1.5886
H  -1.6574  0.2113  0.9136
H  -5.2558  0.7495  -1.4349
C  -11.5400  -4.0392  2.0704
C  -1.0492  -2.3257  4.0194
C  -10.8598  -2.8550  2.3592
C  0.0799  1.4097  -5.8808
H  -8.0586  -2.6413  2.1320
C  1.9191  1.5778  4.0052
C  -0.9653  1.5790  -6.7990
C  -10.4812  -2.0124  1.3111
H  -12.4242  -5.2643  0.5235
H  1.0109  0.9223  -6.1719
C  -10.9138  0.7755  3.1104
C  -1.4899  1.4886  -0.8005
C  0.2004  5.9481  -1.6537

3.
Density functional theory data (the ωB97M-V functional and the def2-TZVPD basis) for a single C19H28N2O3S molecule.

The molar mass comes out at 364.5 g mol⁻¹. The SMILES is C[C@@H]1C[C@H](C)CN(C(=O)c2ccc(S(=O)(=O)N3CCCCC3)cc2)C1. As for the HOMO-LUMO gap: 9.855 eV. The calculation puts the calculated total energy at -1474.24508 Eh. The value obtained for the HOMO energy is -0.342 hartree.

CARTESIAN COORDINATES (ANGSTROEM)
H  -7.1328  0.7800  0.3022
H  -2.0531  -1.4018  0.7918
H  -4.2249  -3.3897  -1.5279
C  6.3828  1.8257  -0.5878
N  -3.0885  0.4071  0.7932
H  -3.1713  -1.1387  -1.4017
C  -0.0837  0.0833  1.7972
H  -0.4582  0.6820  -1.5139
C  -6.5579  1.1542  -0.5423
H  1.8039  -0.3859  -1.5340
C  -4.4142  0.9878  0.7555
C  1.1746  -0.4943  1.7786
O  3.4427  -2.4501  -0.4680
N  4.3466  -0.1310  -0.1102
C  -5.1667  -0.9497  -0.6253
C  -0.6760  0.4944  0.6072
C  5.5709  -0.5257  -0.7793
O  3.8628  -1.7352  1.8507
H  -4.3006  2.0719  0.8063
H  -4.9745  0.6423  1.6315
H  -0.6088  0.2186  2.7311
H  -2.7431  -3.4355  -0.5714
C  4.5551  0.9227  0.8595
C  1.8273  -0.6533  0.5718
H  -6.5262  2.2391  -0.4830
H  6.3133  -0.8815  -0.0487
H  6.7419  2.6989  -1.1351
H  -5.6406  -1.2528  -1.5610
H  5.2648  2.9525  0.8870
H  3.5915  1.1295  1.3307
H  -3.6335  -1.4199  1.6014
H  7.0551  0.3731  -2.0481
S  3.4508  -1.4045  0.5132
O  -2.0712  2.4070  0.5274
H  1.6631  -0.8287  2.6806
H  5.3144  -1.3511  -1.4442
H  4.3432  2.5138  -0.5600
C  -3.7498  -1.5226  -0.5538
C  -3.0785  -1.0348  0.7373
C  -2.0071  1.1954  0.6264
C  1.2569  -0.2408  -0.6166
H  -5.7612  -1.3572  0.1965
H  5.2563  0.5931  1.6404
H  -4.5881  0.9784  -1.3782
H  5.4082  0.9718  -2.3067
H  -4.3144  -3.4546  0.2321
C  -5.1470  0.5772  -0.5257
C  -3.7577  -3.0460  -0.6085
H  7.1511  1.5387  0.1338
C  6.1309  0.6664  -1.5488
H  -7.0723  0.8739  -1.4583
C  0.0018  0.3419  -0.5982
C  5.0918  2.1645  0.1529